# 1
{
  "formula": "C6H10N",
  "method": "ωB97M-V/def2-TZVPD",
  "elements": ["C", "C", "C", "C", "C", "C", "N", "H", "H", "H", "H", "H", "H", "H", "H", "H", "H"],
  "positions_angstrom": [[0.194, -0.219, 0.139], [0.438, 0.711, -1.029], [3.391, 0.070, -0.570], [1.500, -0.658, 0.779], [-1.007, -0.779, 0.342], [-2.263, -0.055, 0.016], [2.713, -0.410, 0.217], [1.054, 1.540, -0.704], [0.901, 0.074, -1.768], [4.235, 0.668, -0.965], [-0.489, 1.096, -1.350], [1.257, -0.133, 1.746], [1.485, -1.783, 0.957], [-1.031, -1.374, 1.197], [-2.360, 0.758, 0.715], [-3.104, -0.771, 0.091], [-2.045, 0.449, -0.918]],
  "forces_ev_per_a": [[5.0, 1.2, -4.1], [-0.7, -0.3, 2.2], [3.2, 4.6, -6.8], [-2.8, -2.2, 0.6], [-3.0, 1.5, 2.1], [0.9, -1.9, -0.9], [-1.9, -1.9, 6.1], [0.5, 0.0, -0.3], [0.5, 0.1, -0.5], [-0.1, -1.4, 0.9], [-0.7, 0.5, -0.9], [1.2, -0.4, 0.2], [-0.5, 1.3, 0.3], [-0.3, -2.0, 1.0], [-0.2, 0.4, 0.8], [0.1, 0.9, -0.4], [-1.1, -0.2, -0.5]],
  "homo_energy_ev": [-9.6, -15.8],
  "spin_multiplicity": 3,
  "de_lowest_kcal_mol": 93.1,
  "orbital_gap_ev": [5.236, 7.522],
  "charge": 1
}

=====

# 2
{
  "formula": "C21H24CuI2NPS",
  "method": "ωB97M-V/def2-TZVPD",
  "elements": ["Cu", "I", "C", "I", "H", "H", "N", "S", "C", "C", "C", "C", "C", "C", "C", "C", "C", "C", "C", "C", "H", "H", "H", "H", "H", "H", "H", "H", "H", "H", "H", "C", "P", "C", "C", "C", "C", "C", "C", "C", "H", "H", "H", "H", "H", "H", "H", "H", "H", "H", "H"],
  "positions_angstrom": [[0.032, -0.705, 0.149], [-1.010, -1.706, 2.634], [-2.257, -3.156, 1.655], [-2.684, -2.962, -0.457], [-3.188, -3.090, 2.223], [-1.789, -4.124, 1.757], [-1.044, 0.774, -0.038], [-1.026, 1.796, -1.282], [-2.511, 2.779, -1.027], [-2.474, 4.193, -1.186], [-3.479, 5.020, -0.676], [-4.657, 4.366, -0.294], [-4.737, 2.989, -0.154], [-3.636, 2.229, -0.402], [0.347, 2.936, -1.069], [1.039, 3.338, -2.172], [2.012, 4.330, -2.006], [2.255, 4.924, -0.771], [1.508, 4.553, 0.334], [0.626, 3.516, 0.198], [-1.100, 1.273, 0.810], [-1.607, 4.622, -1.752], [-3.408, 6.160, -0.857], [-5.549, 5.013, -0.075], [-5.610, 2.513, 0.305], [-3.636, 1.132, -0.258], [0.745, 2.941, -3.180], [2.528, 4.656, -2.865], [3.092, 5.674, -0.778], [1.675, 5.088, 1.275], [-0.070, 3.280, 0.989], [1.835, -2.938, -1.863], [1.593, -2.180, -0.255], [3.087, -1.270, -0.098], [1.560, -3.576, 0.875], [2.527, -3.873, 1.875], [2.461, -5.107, 2.545], [1.541, -6.093, 2.168], [0.612, -5.817, 1.168], [0.683, -4.642, 0.482], [0.995, -3.487, -2.245], [2.706, -3.582, -1.725], [2.020, -2.162, -2.620], [3.951, -1.937, -0.404], [3.252, -0.911, 0.942], [3.112, -0.331, -0.735], [3.355, -3.174, 2.123], [3.099, -5.293, 3.392], [1.445, -6.999, 2.747], [-0.172, -6.551, 0.896], [-0.048, -4.428, -0.300]],
  "forces_ev_per_a": [[-0.7, -0.8, -0.3], [0.1, 0.0, -0.8], [-0.4, 0.1, -0.3], [0.3, 0.4, 0.8], [0.1, -0.1, -0.3], [0.2, 0.0, 0.2], [0.0, 0.0, -0.3], [0.0, 0.2, -0.9], [-0.3, 2.0, 1.1], [1.6, -0.3, -0.5], [-0.2, 0.4, -1.8], [-1.0, 1.8, 0.6], [-0.7, 0.4, 0.9], [1.5, -2.2, -1.1], [-0.3, 0.4, 1.6], [-0.2, 0.0, -1.5], [-0.6, -0.4, 0.5], [1.3, 0.5, -1.5], [0.8, 0.3, 0.6], [-1.7, -0.4, -0.6], [-0.4, 0.8, 1.3], [-0.8, -0.2, 0.9], [-0.2, -2.2, 0.6], [0.9, -0.9, -0.1], [0.2, 0.3, -0.5], [-0.2, 0.7, 0.2], [0.6, 0.4, 1.0], [0.7, 0.3, -0.8], [-1.2, -0.6, 0.5], [-0.3, -0.5, -0.2], [0.2, -0.1, 0.4], [-0.2, 0.6, -0.8], [0.0, -1.1, 0.5], [2.2, 1.2, 0.3], [1.0, -2.0, 0.0], [-0.3, 0.4, -0.3], [-0.4, 0.0, -0.5], [-0.2, 1.0, 0.6], [-0.2, -1.3, -0.1], [-0.2, 2.3, 0.1], [-0.4, -0.5, 0.1], [-0.1, 0.0, -0.2], [0.3, -0.1, 0.3], [-0.8, 0.8, 0.4], [0.0, -0.3, -0.6], [-0.2, -1.2, 0.5], [-0.9, -0.4, -0.1], [0.3, 0.0, 0.0], [0.2, -0.1, -0.1], [0.7, 0.4, 0.2], [0.2, -0.2, 0.1]],
  "homo_energy_ev": [-14.5, -14.5],
  "spin_multiplicity": 2,
  "orbital_gap_ev": [8.149, 4.914],
  "charge": 2
}

=====

# 3
{
  "formula": "C17H19BO2",
  "method": "ωB97M-V/def2-TZVPD",
  "elements": ["C", "C", "C", "C", "O", "C", "C", "C", "C", "C", "C", "C", "C", "O", "C", "C", "C", "C", "C", "H", "H", "H", "H", "H", "H", "H", "H", "H", "H", "H", "H", "H", "H", "H", "H", "B", "H", "H", "H"],
  "positions_angstrom": [[7.377, -2.802, -0.275], [7.390, -1.907, 0.966], [6.022, -2.095, 1.544], [5.353, -3.016, 0.712], [6.067, -3.447, -0.354], [4.049, -3.391, 1.026], [3.466, -2.924, 2.174], [4.115, -1.982, 3.036], [3.603, -1.414, 4.374], [2.098, -1.650, 4.559], [1.700, -2.084, 5.808], [0.349, -2.360, 6.013], [-0.580, -2.185, 4.976], [-1.851, -2.512, 5.318], [-1.818, -2.954, 6.712], [-0.367, -2.909, 7.190], [-0.186, -1.702, 3.730], [1.165, -1.442, 3.521], [5.433, -1.626, 2.702], [7.540, -2.256, -1.204], [8.150, -3.583, -0.238], [8.182, -2.210, 1.649], [7.581, -0.874, 0.676], [3.555, -4.107, 0.348], [2.470, -3.312, 2.423], [4.198, -1.915, 5.143], [2.424, -2.317, 6.571], [-2.462, -2.288, 7.290], [-2.261, -3.951, 6.779], [-0.025, -3.911, 7.480], [-0.266, -2.274, 8.076], [-0.930, -1.607, 2.946], [1.493, -1.139, 2.523], [5.976, -0.990, 3.384], [3.430, -0.103, 4.526], [3.709, 1.119, 5.331], [3.799, 2.113, 4.660], [2.879, 1.363, 6.187], [4.776, 1.024, 5.965]],
  "forces_ev_per_a": [[0.2, -0.5, -0.4], [0.4, 0.4, 0.0], [-0.2, -1.0, -0.5], [-0.3, 1.1, 1.0], [0.3, 0.3, 0.3], [0.8, -1.0, -1.4], [-0.8, 1.0, 1.6], [0.7, 0.4, -0.5], [-2.8, 0.2, -1.0], [0.9, -0.2, -0.4], [-1.4, -0.6, -0.1], [0.1, 0.2, -0.9], [1.0, 0.3, 0.4], [0.1, -0.2, 0.4], [-0.6, 0.1, -0.1], [-0.1, -0.3, 0.8], [-0.2, -0.3, 0.2], [0.2, -0.1, 0.4], [-0.4, -0.2, -0.2], [-0.2, 0.1, 0.1], [-0.4, 0.1, 0.1], [0.0, 0.0, 0.1], [0.0, 0.1, 0.1], [0.1, 0.4, 0.6], [0.5, 0.4, -0.1], [-0.2, 1.1, 0.4], [0.2, 0.2, 0.2], [0.1, 0.1, -0.2], [0.1, 0.1, -0.2], [0.1, 0.2, -0.1], [0.0, 0.0, -0.1], [0.2, 0.1, 0.0], [0.0, 0.1, 0.4], [0.1, 0.2, 0.0], [1.3, -2.0, -0.7], [1.7, 2.4, 2.5], [-0.2, -0.8, -1.1], [-0.6, -1.3, -0.6], [-0.5, -0.8, -0.9]],
  "homo_energy_ev": -8.3,
  "spin_multiplicity": 1,
  "orbital_gap_ev": 7.932,
  "charge": 0
}

=====

Number 1: M 96.2 g/mol, DFT total energy -288.8605 a.u.. Number 2: M 670.8 g/mol, DFT total energy -3844.1429 a.u.. Number 3: M 266.1 g/mol, DFT total energy -834.3868 a.u..